Entry 1:
Computed, not measured: a gas-phase ion, C4H12N3 (charge +1) in a non-equilibrium geometry, with ωB97M-V/def2-TZVPD.

E (eV): -8800.801
ΔE to the lowest compared entry with this formula, charge and spin (kcal per mole): 42.1
LUMO energy (alpha / beta) (hartree): -0.119 / -0.217

The geometry in ORCA input format:
```
! wB97M-V def2-TZVPD RIJCOSX def2/J DEFGRID3
* xyz 1 3
C -0.927 -0.338 1.369
C 0.588 -0.235 1.282
C -1.523 0.450 0.304
C 1.574 0.850 -1.571
N 0.938 -0.402 -1.184
N -2.239 -0.136 -0.701
N 1.123 -0.882 0.027
H -1.282 -1.330 1.315
H -1.272 -0.222 2.384
H 0.806 0.801 1.043
H 1.129 -0.615 2.164
H -1.508 1.629 0.313
H 1.209 1.819 -1.134
H 2.657 0.852 -1.529
H 1.402 1.096 -2.570
H -2.841 0.535 -1.274
H -2.682 -1.028 -0.600
H 2.131 -1.018 0.414
H 0.718 -1.828 -0.051
*
```



Entry 2:
Computed, not measured: 6 unconnected molecules or ions with the total composition C39H83N4O23P2S7 in a non-equilibrium geometry, with ωB97M-V/def2-TZVPD.

E (eV): -189257.778
LUMO energy (hartree): 0.050

The geometry in ORCA input format:
```
! wB97M-V def2-TZVPD RIJCOSX def2/J DEFGRID3
* xyz -1 1
C 5.756 3.828 4.830
C 4.821 2.619 4.352
O 5.505 1.971 3.234
C 3.409 3.215 3.768
O 3.526 3.168 2.335
C 2.519 4.037 1.688
C 3.195 5.464 1.661
C 3.586 6.175 0.304
C 2.426 7.124 -0.336
S 3.175 8.559 -1.242
O 1.376 4.239 2.576
P -0.187 3.710 1.933
N -1.770 3.313 1.234
C -0.007 1.865 2.399
C -0.999 1.176 3.396
C -2.425 0.676 2.833
C -2.388 -0.001 1.394
C -3.897 -0.194 0.818
N -3.885 0.164 -0.655
C -0.188 5.446 1.131
C -1.581 6.086 0.720
O -2.549 6.292 1.787
C -2.545 7.697 2.033
O -3.559 8.417 1.929
P -0.907 4.438 3.930
N -0.001 3.862 5.149
O -0.704 6.154 4.104
O -2.503 3.979 4.290
O 0.588 3.188 0.415
C 2.035 3.155 0.435
C 2.395 3.444 -1.078
C 3.874 3.057 -1.556
C 3.950 1.881 -2.636
S 5.732 1.563 -3.142
O 5.940 0.060 -3.109
O 6.058 2.159 -4.491
O 6.807 2.193 -2.022
O 2.662 1.838 0.693
N 2.097 0.871 -0.060
O 2.096 -0.176 0.510
H 5.685 4.715 4.105
H 6.842 3.454 4.810
H 5.498 4.125 5.901
H 4.650 1.812 5.131
H 6.073 2.651 2.806
H 3.339 4.273 4.200
H 2.607 2.505 4.143
H 4.155 5.411 2.299
H 2.518 6.193 2.245
H 4.032 5.526 -0.515
H 4.421 6.932 0.564
H 1.797 7.505 0.537
H 1.736 6.563 -1.042
H 2.862 8.317 -2.582
H -1.810 3.356 0.216
H -2.581 3.696 1.717
H -0.001 1.284 1.417
H 1.066 1.748 2.816
H -0.488 0.183 3.712
H -1.222 1.679 4.390
H -3.215 1.514 2.823
H -2.811 -0.087 3.608
H -1.802 -0.984 1.416
H -1.864 0.646 0.597
H -4.586 0.567 1.315
H -4.240 -1.274 0.910
H -3.496 1.104 -0.795
H -4.862 0.173 -1.004
H 0.398 5.366 0.141
H 0.385 6.250 1.728
H -2.134 5.540 -0.130
H -1.349 7.131 0.275
H -1.581 8.237 2.356
H 0.736 3.264 4.765
H 0.047 6.320 4.713
H -2.609 4.136 5.261
H 2.206 4.529 -1.365
H 1.668 2.825 -1.724
H 4.313 3.998 -2.061
H 4.592 2.819 -0.695
H 3.366 2.214 -3.561
H 3.593 0.894 -2.200
H 7.699 1.777 -2.204
C 12.661 2.270 -0.845
C 12.167 3.190 0.274
C 10.686 3.477 0.012
S 10.053 2.061 -0.880
O 9.675 2.486 -2.210
O 9.155 1.322 -0.025
C 11.603 1.183 -0.985
H 13.642 1.848 -0.619
H 12.742 2.836 -1.779
H 12.278 2.683 1.238
H 12.745 4.115 0.322
H 10.129 3.597 0.941
H 10.555 4.359 -0.617
H 11.662 0.645 -1.930
H 11.645 0.482 -0.148
C -3.192 -1.583 -6.020
C -2.891 -0.239 -5.351
C -4.196 0.269 -4.735
S -5.166 -1.185 -4.350
O -6.348 -1.184 -5.184
O -5.235 -1.344 -2.916
C -4.011 -2.374 -5.008
H -2.279 -2.112 -6.297
H -3.778 -1.420 -6.930
H -2.144 -0.383 -4.565
H -2.484 0.483 -6.062
H -4.016 0.836 -3.821
H -4.763 0.876 -5.443
H -4.548 -3.208 -5.450
H -3.386 -2.723 -4.184
C -4.561 -8.327 -5.789
C -5.897 -7.894 -6.396
C -5.820 -6.387 -6.648
S -4.090 -6.012 -6.915
O -3.629 -5.173 -5.832
O -3.887 -5.660 -8.302
C -3.486 -7.669 -6.644
H -4.454 -9.412 -5.777
H -4.491 -7.969 -4.761
H -6.053 -8.418 -7.345
H -6.736 -8.142 -5.743
H -6.392 -6.095 -7.529
H -6.158 -5.819 -5.780
H -2.511 -7.634 -6.158
H -3.403 -8.157 -7.618
C -4.291 -2.594 8.080
C -4.336 -3.538 6.876
C -4.318 -2.673 5.613
S -3.455 -1.167 6.052
O -4.386 -0.066 5.980
O -2.176 -1.141 5.384
C -3.198 -1.580 7.769
H -4.087 -3.132 9.008
H -5.254 -2.086 8.187
H -3.456 -4.188 6.889
H -5.219 -4.181 6.899
H -3.792 -3.165 4.795
H -5.328 -2.403 5.298
H -3.260 -0.680 8.380
H -2.207 -2.029 7.859
C -5.822 -11.185 -0.717
C -5.862 -12.129 -1.921
C -5.842 -11.263 -3.183
S -4.985 -9.755 -2.742
O -5.920 -8.656 -2.817
O -3.703 -9.725 -3.407
C -4.732 -10.168 -1.025
H -5.619 -11.722 0.212
H -6.788 -10.680 -0.612
H -4.980 -12.777 -1.905
H -6.742 -12.775 -1.900
H -5.313 -11.755 -4.000
H -6.852 -10.997 -3.501
H -4.798 -9.268 -0.413
H -3.739 -10.614 -0.932
*
```



Entry 3:
Computed, not measured: 10 unconnected molecules or ions with the total composition C52H134N10O16 in a non-equilibrium geometry, with ωB97M-V/def2-TZVPD.

E (eV): -103737.727
Structure (SMILES): COC[C@H](C)N.COC[C@H](C)N.COC[C@H](C)N.COC[C@H](C)N.COCCNCCOC.COCCNCCOC.COCCNCCOC.COCCNCCOC.COCCNCCOC.COCCNCCOC
ΔE to the lowest compared entry with this formula, charge and spin (kcal per mole): 271.6
LUMO energy (hartree): 0.014

The geometry in ORCA input format:
```
! wB97M-V def2-TZVPD RIJCOSX def2/J DEFGRID3
* xyz 0 1
C -4.061 -4.921 -1.288
O -4.715 -6.021 -1.914
C -5.210 -5.701 -3.272
C -5.818 -6.840 -4.085
C -4.869 -7.841 -4.660
N -6.681 -6.326 -5.176
H -3.002 -5.044 -1.511
H -4.053 -5.181 -0.229
H -4.438 -3.933 -1.554
H -5.854 -4.822 -3.240
H -4.365 -5.347 -3.863
H -6.456 -7.332 -3.351
H -5.284 -8.490 -5.431
H -4.397 -8.496 -3.928
H -4.078 -7.325 -5.204
H -7.374 -5.650 -4.886
H -6.119 -5.772 -5.806
C -3.441 -5.187 -7.375
O -3.156 -4.779 -6.120
C -1.990 -3.915 -6.102
C -1.939 -3.268 -4.763
C -2.806 -1.963 -4.679
N -0.598 -2.960 -4.389
H -3.724 -4.364 -8.032
H -4.308 -5.839 -7.481
H -2.588 -5.710 -7.808
H -1.138 -4.583 -6.234
H -1.979 -3.213 -6.936
H -2.095 -3.865 -3.865
H -2.922 -1.505 -3.696
H -3.799 -2.196 -5.063
H -2.385 -1.239 -5.376
H -0.636 -2.774 -3.397
H -0.035 -3.786 -4.539
C -3.933 4.674 -6.019
O -2.960 3.719 -5.727
C -2.051 4.039 -4.645
C -1.015 2.901 -4.464
C 0.112 3.338 -3.504
N -0.311 2.629 -5.665
H -4.407 4.935 -5.073
H -4.697 4.116 -6.560
H -3.660 5.592 -6.539
H -1.652 5.023 -4.893
H -2.570 4.200 -3.701
H -1.363 1.902 -4.200
H 1.084 2.854 -3.600
H -0.116 3.167 -2.452
H 0.165 4.418 -3.637
H 0.060 3.439 -6.140
H -1.084 2.476 -6.297
C -4.074 -1.319 1.461
O -5.501 -1.064 1.596
C -6.049 -0.258 0.642
C -7.559 -0.349 0.890
C -8.386 0.652 0.113
N -8.035 -0.195 2.267
H -3.503 -0.395 1.558
H -3.767 -1.645 0.468
H -3.550 -1.946 2.183
H -5.629 0.743 0.733
H -5.812 -0.592 -0.368
H -7.797 -1.356 0.547
H -7.991 1.665 0.188
H -9.387 0.637 0.544
H -8.497 0.439 -0.951
H -7.397 -0.590 2.942
H -8.178 0.746 2.605
C -1.466 -3.570 6.930
O -0.566 -2.496 7.277
C -0.599 -2.189 8.672
C 0.137 -0.856 9.050
N 0.282 -0.713 10.507
C 0.053 0.648 11.002
C 0.061 0.629 12.553
O -0.726 1.625 13.216
C -0.213 1.888 14.454
H -1.560 -3.495 5.846
H -2.416 -3.489 7.459
H -0.972 -4.510 7.174
H -0.075 -2.968 9.225
H -1.610 -1.988 9.025
H -0.445 0.015 8.750
H 1.101 -0.792 8.545
H -0.251 -1.258 11.169
H -0.904 1.072 10.696
H 0.802 1.354 10.642
H 1.081 0.603 12.936
H -0.345 -0.332 12.871
H -0.553 1.305 15.310
H -0.716 2.840 14.627
H 0.862 2.043 14.549
C 3.340 1.457 2.150
O 3.461 2.084 0.870
C 4.804 2.593 0.653
C 4.862 4.197 0.452
N 4.188 4.535 -0.776
C 5.180 4.624 -1.860
C 6.081 5.846 -1.985
O 6.657 5.971 -3.296
C 5.960 6.606 -4.407
H 3.828 0.484 2.098
H 2.269 1.448 2.351
H 3.820 1.931 3.007
H 5.310 2.012 -0.118
H 5.529 2.388 1.440
H 5.895 4.540 0.525
H 4.357 4.860 1.154
H 3.478 3.868 -1.042
H 4.456 4.570 -2.673
H 5.831 3.758 -1.739
H 6.959 5.815 -1.341
H 5.452 6.650 -1.603
H 5.515 7.585 -4.228
H 5.048 6.102 -4.724
H 6.638 6.946 -5.190
C 1.887 -2.573 4.978
O 2.271 -3.235 3.843
C 3.476 -4.071 3.911
C 4.751 -3.365 3.429
N 5.182 -2.501 4.503
C 6.584 -2.050 4.524
C 6.825 -0.992 3.448
O 6.112 0.266 3.541
C 5.985 0.839 4.927
H 1.977 -3.269 5.811
H 0.874 -2.172 5.033
H 2.531 -1.695 5.017
H 3.071 -4.811 3.221
H 3.492 -4.615 4.856
H 4.575 -2.802 2.512
H 5.384 -4.210 3.157
H 4.720 -1.608 4.402
H 7.207 -2.875 4.178
H 6.752 -1.804 5.573
H 6.866 -1.516 2.493
H 7.864 -0.663 3.494
H 6.728 0.368 5.570
H 5.034 0.492 5.333
H 6.020 1.926 4.852
C 1.463 -0.346 -5.670
O 2.176 -0.516 -6.889
C 1.728 -1.701 -7.565
C 2.960 -2.484 -7.795
N 3.430 -3.134 -6.488
C 3.433 -4.495 -6.169
C 2.057 -5.145 -5.973
O 1.466 -4.933 -4.708
C 2.076 -5.550 -3.553
H 1.932 0.347 -4.972
H 1.446 -1.194 -4.985
H 0.485 0.013 -5.993
H 1.363 -1.276 -8.499
H 0.826 -2.160 -7.160
H 3.694 -1.871 -8.319
H 2.657 -3.273 -8.483
H 3.199 -2.499 -5.737
H 4.039 -4.432 -5.265
H 3.986 -5.100 -6.888
H 1.936 -6.205 -6.195
H 1.439 -4.834 -6.815
H 2.365 -6.565 -3.827
H 1.396 -5.614 -2.704
H 2.891 -4.910 -3.215
C -0.956 -3.242 2.484
O -1.310 -3.382 1.174
C -0.331 -4.023 0.342
C 0.411 -2.983 -0.370
N -0.453 -2.227 -1.217
C 0.029 -0.994 -1.786
C -0.943 0.071 -1.224
O -1.599 -0.093 0.068
C -0.766 0.234 1.231
H -0.305 -2.461 2.878
H -0.636 -4.207 2.876
H -1.845 -3.069 3.091
H -0.918 -4.576 -0.392
H 0.386 -4.699 0.806
H 1.030 -3.484 -1.114
H 1.012 -2.365 0.298
H -1.194 -1.953 -0.588
H 0.058 -1.165 -2.863
H 1.068 -0.744 -1.572
H -1.819 -0.010 -1.868
H -0.575 1.087 -1.364
H -0.822 1.315 1.360
H 0.199 -0.263 1.329
H -1.192 -0.214 2.128
C -0.902 10.983 -0.513
O -0.490 10.587 0.817
C 0.456 9.485 0.745
C 0.853 8.981 2.161
N -0.294 8.390 2.936
C -0.865 7.249 2.228
C -0.022 6.073 1.844
O -0.729 5.342 0.844
C -0.043 4.456 0.025
H -0.192 11.766 -0.778
H -1.892 11.371 -0.751
H -0.761 10.334 -1.377
H 1.353 9.936 0.320
H 0.054 8.675 0.136
H 1.031 9.852 2.792
H 1.699 8.295 2.121
H -0.916 9.075 3.340
H -1.322 7.541 1.282
H -1.711 6.877 2.806
H 0.169 5.433 2.705
H 0.930 6.439 1.459
H 0.167 4.861 -0.965
H -0.641 3.597 -0.281
H 0.878 4.012 0.402
*
```



Entry 4:
Computed, not measured: 2 unconnected molecules or ions with the total composition H2N3PS in a non-equilibrium geometry, with ωB97M-V/def2-TZVPD.

E (eV): -24622.985
Structure (SMILES): [H]/N=N\S.N#P
ΔE to the lowest compared entry with this formula, charge and spin (kcal per mole): 20.8
LUMO energy (hartree): -0.002

The geometry in ORCA input format:
```
! wB97M-V def2-TZVPD RIJCOSX def2/J DEFGRID3
* xyz 0 1
H -1.222 0.498 -0.394
N -0.219 0.235 0.017
N 0.153 -0.899 -0.063
S -0.649 -2.332 -0.739
H 0.401 -3.017 -0.249
N 1.375 2.673 1.103
P 0.161 2.842 0.323
*
```